C6H10 | ωB97M-V/def2-TZVPD

Calculated values
Total energy ... -6378.257 eV
Highest occupied orbital energy (spin up / spin down) ... -0.2640 / -0.2174 Ha
HOMO-LUMO gap (spin up / spin down) ... 7.7 / 5.8 eV

Positions of all 16 atoms, in Å:
C 0.447 -0.419 1.857
C 0.174 -1.224 0.572
C -0.293 -0.443 -0.567
C 0.615 0.123 -1.572
C 0.192 1.225 -0.536
C -1.259 0.653 -0.426
H 1.009 -1.055 2.554
H -0.493 -0.153 2.366
H -0.678 -1.931 0.684
H 1.048 -1.817 0.285
H 0.245 0.288 -2.587
H 1.652 -0.212 -1.531
H 0.299 2.261 -0.858
H 0.689 1.062 0.489
H -1.907 0.879 -1.276
H -1.741 0.764 0.545